The following is a DFT calculation (ωB97M-V/def2-TZVPD) of a single C7H8N2 molecule at a distorted geometry.

XYZ file:
```
17
Properties=species:S:1:pos:R:3:forces:R:3
C 0.590654 1.628164 0.565374 -1.56 0.79 1.83
C -0.429437 0.838030 0.027510 0.87 1.71 0.49
C 0.536258 -2.668744 -0.086865 -0.15 0.89 -1.05
C -0.376698 -0.524649 -0.176163 1.94 0.45 0.52
C 0.407409 -1.437751 0.740362 -0.81 -0.27 -3.11
C 0.949723 -1.225990 -0.621030 1.91 -0.68 1.55
C -1.545410 1.654346 -0.459495 -1.70 0.56 -0.26
N 1.826096 1.328611 0.272004 1.33 -0.98 -0.66
N 2.513414 0.629744 -0.299447 0.58 -1.07 -0.36
H 0.473016 2.483978 1.240818 -0.25 -0.20 -0.79
H 1.317575 -3.364938 0.279581 -0.49 0.48 -0.92
H -0.279740 -3.026772 -0.790511 0.58 -0.16 1.78
H -1.234218 -0.860698 -0.566444 -3.22 -1.65 -1.65
H 0.727921 -1.024187 1.619420 0.75 0.36 2.35
H -2.517189 1.110266 -0.435578 0.62 0.30 -0.21
H -1.307872 1.929817 -1.556398 -0.48 -0.01 1.79
H -1.651499 2.530775 0.246861 0.06 -0.51 -1.30
```
Positions in Å, forces in eV/Å.

Output
E_HOMO (spin up / spin down)   -7.596 / -7.603 eV
Electronic energy   -10360.9468 eV
Maximum force   3.98 eV/Å
Gap between HOMO and LUMO (spin up / spin down)   7.316 / 7.324 eV
LUMO energy (spin up / spin down)   -0.280 / -0.279 eV

=====

The following is a DFT calculation (ωB97M-V/def2-TZVPD) of a molecular structure, C3H2AgFO at a distorted geometry.

XYZ file:
```
8
Properties=species:S:1:pos:R:3:forces:R:3
C -1.247896 -0.008059 0.145874 -2.06 -0.52 0.05
O 0.762242 1.621934 0.107554 2.08 -2.72 -1.52
C 1.061228 0.465206 -0.235527 -3.03 2.61 2.69
C -0.057505 -0.506854 -0.234163 1.79 -0.49 0.12
F -2.389664 -0.497740 -0.343402 1.44 -0.05 1.06
H -1.414610 0.666453 0.988694 -0.02 0.78 -0.88
H 0.141073 -1.579914 -0.202602 -0.33 0.26 -1.40
Ag 3.145132 -0.161024 -0.226430 0.13 0.13 -0.13
```
Positions in Å, forces in eV/Å.

Output
E_HOMO (spin up / spin down)   -14.756 / -14.649 eV
Electronic energy   -11895.9239 eV
Total charge   +1
Maximum force   4.82 eV/Å
Gap between HOMO and LUMO (spin up / spin down)   8.840 / 7.301 eV
Spin multiplicity   2
LUMO energy (spin up / spin down)   -5.916 / -7.348 eV

=====

The following is a DFT calculation (ωB97M-V/def2-TZVPD) of a molecular structure, C25H34BBeBr2Cl3FLiN3O12S at a distorted geometry.

XYZ file:
```
84
Properties=species:S:1:pos:R:3:forces:R:3
C 3.581590 -1.607378 -1.357365 -0.22 0.67 -0.89
C 2.679620 -0.798013 -1.553766 -2.04 -0.78 0.72
C 1.274380 -0.169572 -1.421855 0.98 0.61 0.81
C 1.052258 0.883083 -0.524556 -1.27 -1.51 -1.65
B 2.200980 1.529812 0.441551 0.37 -0.07 1.54
C 3.469708 2.292006 -0.224856 -0.31 0.23 0.07
O 1.999783 1.341414 1.849979 -0.63 0.16 -4.38
C -0.446065 1.397413 -0.465195 1.21 -0.26 -0.12
O -0.727308 2.579679 -0.403978 -0.13 -1.74 0.17
C -1.532261 0.229127 -0.534693 -0.55 -1.02 -0.40
C -2.793902 0.262526 0.410729 0.91 -0.53 0.17
C -2.716720 -0.626929 1.608708 -2.98 1.54 0.12
C -3.914766 -0.636458 2.512391 0.33 1.84 -2.84
C -5.085262 0.250612 2.127062 3.29 -0.86 -1.04
C -4.922548 1.063495 0.882957 -0.19 -0.68 1.22
N -3.829661 1.105875 0.038955 -0.42 -2.24 3.16
C -1.313668 -0.818684 -1.409119 0.75 1.73 1.04
C 0.035203 -0.716193 -2.255799 0.63 -0.07 0.20
O 0.091139 -0.999315 -3.441317 -0.27 0.22 2.03
H 4.460883 -2.306044 -1.369878 -1.32 1.09 0.03
H 3.157702 3.304013 -0.636651 0.40 -0.89 0.27
H 3.877229 1.641767 -1.059887 -0.62 0.89 0.73
H 4.310925 2.378564 0.540788 -1.21 0.53 -1.04
H 1.863697 0.374514 1.973798 0.17 1.04 0.80
H -1.790116 -1.232352 1.783831 -1.14 0.71 -0.12
H -3.911501 -1.299782 3.443069 0.83 0.20 -2.20
H -6.018912 0.272510 2.753845 0.82 0.16 -0.97
H -5.805824 1.714601 0.594964 1.31 -0.85 0.32
H -2.001117 -1.702807 -1.508193 0.79 1.07 -0.10
Li -4.838388 -0.630562 4.477033 -0.63 0.59 0.90
F 2.729792 0.842139 3.860446 0.14 -0.68 1.31
Cl 4.629932 0.417573 1.233965 0.94 -1.32 0.43
Br 6.715788 -0.274309 3.692350 0.08 -0.05 0.10
C 8.659002 -0.388478 3.684617 -0.39 0.22 0.10
C 9.184231 -0.682271 2.302233 0.28 -0.14 0.00
Br 8.943282 -2.558796 1.836541 -0.02 0.07 -0.04
H 8.937437 -1.142200 4.419867 0.08 0.02 -0.18
H 9.001764 0.589354 4.025814 0.05 -0.06 -0.11
H 10.261368 -0.515276 2.256650 -0.08 0.00 0.03
H 8.696942 -0.096498 1.524163 -0.07 -0.07 0.16
C -8.370891 -4.387056 4.092471 0.25 -0.08 -0.10
C -8.231609 -3.719296 5.451069 -0.63 -0.12 -0.38
C -9.580072 -3.571474 6.136403 0.02 0.09 0.29
O -7.636502 -2.427644 5.288570 0.57 0.44 -0.01
H -9.002913 -3.789919 3.427573 -0.10 -0.04 0.11
H -7.396138 -4.476638 3.606668 -0.05 -0.07 0.08
H -8.807292 -5.383523 4.185634 0.01 0.07 -0.04
H -7.561483 -4.307467 6.082157 0.10 0.24 -0.03
H -10.253315 -2.946389 5.541404 0.03 -0.12 -0.09
H -9.466306 -3.080509 7.105804 0.02 -0.10 -0.03
H -10.052581 -4.543689 6.290400 0.01 0.07 -0.03
H -8.222603 -1.899033 4.731401 -0.08 -0.20 0.12
C -2.011899 -3.072346 -5.942265 0.44 -0.05 0.26
O -0.992404 -3.713696 -6.106591 -0.22 -0.03 -0.12
N -2.161925 -2.170117 -4.936674 0.04 0.06 0.50
N -3.100536 -3.203145 -6.758431 -0.47 -0.15 -0.65
H -2.997739 -1.635050 -4.789988 0.05 -0.03 -0.10
H -1.379505 -2.038773 -4.306924 -0.01 0.21 -0.25
H -3.029047 -3.861826 -7.515140 -0.03 0.02 0.17
H -3.951905 -2.684717 -6.642707 0.06 -0.02 -0.01
Be -2.939093 -0.677661 6.764650 -0.07 0.02 -0.21
C -3.228525 -1.349127 -9.857920 0.30 0.01 0.08
Cl -3.131021 -1.944912 -11.519149 0.05 0.01 0.01
Cl -4.911175 -1.183693 -9.334021 -0.02 0.02 0.12
H -2.721755 -2.051264 -9.199785 -0.14 0.05 -0.07
H -2.745099 -0.376797 -9.802451 -0.15 -0.08 -0.07
O 4.440841 -4.367524 -4.867603 0.22 -0.17 0.22
S 5.378138 -3.490135 -4.147871 -0.06 -0.34 -0.18
O 5.380972 -3.835243 -2.711288 -0.27 0.17 0.02
O 4.953105 -2.086881 -4.307202 0.31 0.17 0.27
O 6.731858 -3.664933 -4.698093 -0.15 0.20 -0.19
C 2.824835 6.836757 0.362120 -0.32 -0.30 0.16
C 4.006465 6.858056 1.307712 -0.78 0.09 -0.53
C 5.279863 7.335661 0.665976 0.30 0.47 -0.10
O 6.279494 6.648068 1.409517 -0.19 -0.18 0.05
C 5.699995 5.499549 1.873485 0.24 -0.91 0.40
O 6.297473 4.588768 2.348174 -0.13 0.54 -0.18
O 4.347714 5.536133 1.715843 0.59 0.24 0.05
H 1.911487 6.583567 0.904731 0.05 0.06 -0.05
H 2.683857 7.806936 -0.119936 0.06 0.00 0.07
H 2.953976 6.071031 -0.406302 0.16 0.11 0.03
H 3.766461 7.441844 2.203238 0.11 0.01 -0.02
H 5.409192 8.415548 0.752894 0.15 -0.10 0.07
H 5.370994 7.050397 -0.386754 -0.18 -0.05 0.03
```
Positions in Å, forces in eV/Å.

Output
E_HOMO   -3.601 eV
Electronic energy   -247989.1914 eV
Total charge   -1
Maximum force   4.42 eV/Å
Gap between HOMO and LUMO   1.933 eV
LUMO energy   -1.667 eV

=====

The following is a DFT calculation (ωB97M-V/def2-TZVPD) of 6 unconnected molecules or ions with the total composition C32H62BrFNO11 at a distorted geometry.

XYZ file:
```
108
Properties=species:S:1:pos:R:3:forces:R:3
C 1.648558 -2.180410 3.583955 -0.37 0.29 -0.27
C 0.937798 -0.824615 3.679670 -0.39 -0.35 0.63
C 0.009464 -0.915013 4.901375 0.54 0.08 0.08
C 0.180011 -0.642044 2.351166 -0.09 0.39 0.15
C -0.093364 0.800928 1.941546 0.54 -0.15 0.43
Br -0.731470 0.733499 0.061336 -0.09 0.10 0.01
C -1.242673 1.354876 2.776585 -0.49 0.66 -0.61
C -1.415959 2.879056 2.757415 0.07 -0.21 1.05
C -0.672727 3.476359 3.949651 0.34 -0.18 -0.56
F -0.309529 4.802179 3.706124 -0.22 -0.12 0.19
C 1.203347 1.627301 1.948993 0.00 -0.45 -0.05
C 2.363357 1.058559 2.785566 0.43 0.90 0.18
C 3.133046 2.273250 3.326337 -0.23 -0.38 -0.22
C 3.344411 0.261637 1.909799 -0.13 0.12 0.15
N 1.893824 0.282714 3.959401 0.56 -0.89 -0.95
O 2.822045 -0.032078 4.784926 -0.43 0.34 0.22
H 1.871480 -2.581608 4.559751 0.34 -0.02 0.24
H 2.532397 -2.137457 2.961807 0.21 -0.01 -0.04
H 0.956791 -2.856749 3.098932 -0.07 -0.30 -0.06
H 0.604193 -1.316911 5.712893 0.05 -0.06 0.26
H -0.813930 -1.598467 4.727986 -0.23 0.01 -0.09
H -0.323025 0.059616 5.237568 -0.31 0.10 -0.03
H 0.701884 -1.185715 1.572807 0.17 0.08 -0.23
H -0.784332 -1.122133 2.481751 -0.15 -0.29 -0.13
H -1.196858 1.032512 3.810235 0.29 -0.16 0.13
H -2.149045 0.913957 2.375567 -0.17 -0.22 0.04
H -2.465059 3.086195 2.930960 -0.28 0.24 -0.46
H -1.072561 3.338391 1.839819 -0.04 0.05 -0.26
H -1.276703 3.413958 4.849859 -0.11 0.25 0.18
H 0.242415 2.916443 4.126188 0.21 0.05 0.15
H 1.575277 1.662459 0.935432 0.15 0.13 -0.24
H 1.041904 2.657256 2.238850 -0.31 0.14 0.00
H 2.488506 2.852166 3.980183 0.09 0.16 0.23
H 4.034699 1.961251 3.833340 0.13 -0.04 0.27
H 3.421083 2.876434 2.472697 0.02 0.25 -0.11
H 4.080795 0.955588 1.530145 0.14 0.14 -0.28
H 3.899629 -0.456634 2.497273 0.04 -0.26 0.14
H 2.880008 -0.207909 1.049354 -0.15 -0.30 0.01
O 6.272368 0.396386 0.672937 0.10 0.04 0.00
C 7.125411 0.518747 1.509013 0.09 -0.09 -0.15
O 7.166824 1.658812 2.225421 -0.22 0.08 0.05
C 8.009150 1.839847 3.366865 0.18 0.04 0.10
C 9.397624 2.303083 2.977864 0.01 -0.05 -0.13
C 8.184609 -0.537210 1.724563 -0.14 -0.16 0.32
H 8.028766 0.936980 3.978584 0.02 -0.03 -0.05
H 7.516062 2.607777 3.960446 -0.08 0.00 -0.06
H 9.915158 1.559193 2.371766 0.01 -0.04 0.05
H 9.996574 2.497634 3.867778 -0.01 0.01 0.01
H 9.336514 3.218759 2.390082 -0.02 0.03 0.05
H 8.999497 -0.363591 1.023174 0.02 0.02 0.00
H 7.742283 -1.507297 1.513304 -0.02 0.05 -0.16
H 8.582807 -0.570131 2.736033 0.09 0.10 -0.05
O 1.122134 -4.954782 1.959139 0.06 -0.07 0.03
C 2.085195 -5.621051 2.226088 -0.06 -0.09 -0.26
O 3.114618 -5.039655 2.872386 -0.08 0.17 0.17
C 4.228773 -5.767122 3.394017 0.19 -0.09 -0.02
C 5.304567 -5.979144 2.349273 -0.07 0.01 -0.12
C 2.199674 -7.061631 1.785414 -0.08 -0.17 0.34
H 3.900642 -6.703439 3.847396 -0.02 -0.02 -0.05
H 4.614959 -5.147268 4.201741 -0.08 0.07 -0.01
H 4.945374 -6.587603 1.519266 0.01 -0.06 0.03
H 6.169706 -6.475614 2.789523 0.00 0.01 0.02
H 5.621837 -5.020685 1.938391 0.02 0.01 0.05
H 2.593030 -7.085950 0.770111 0.02 0.01 -0.01
H 1.203218 -7.495229 1.784076 -0.04 0.10 -0.13
H 2.825563 -7.677024 2.427481 0.10 0.05 -0.09
O -4.191647 2.248926 -6.610205 0.16 -0.02 0.07
C -4.105964 1.950473 -5.446478 -0.30 -0.24 -0.13
O -2.892856 1.941094 -4.864305 0.18 0.18 -0.11
C -2.715190 1.774064 -3.450528 0.03 -0.09 0.22
C -2.664979 0.314106 -3.055059 -0.06 -0.08 -0.15
C -5.305147 1.510306 -4.643329 0.03 0.34 0.12
H -3.477207 2.324443 -2.897826 -0.05 -0.05 -0.03
H -1.759994 2.248461 -3.229092 0.01 0.03 -0.11
H -3.603872 -0.195309 -3.272505 -0.04 0.04 0.07
H -2.462741 0.220038 -1.988313 -0.05 -0.02 -0.05
H -1.876932 -0.200498 -3.607169 0.05 0.03 0.04
H -5.461425 0.442430 -4.797012 0.03 -0.01 -0.01
H -6.175280 2.049124 -5.012647 0.01 -0.10 -0.16
H -5.226919 1.720034 -3.582139 0.04 -0.22 -0.14
O -6.155958 2.383881 -1.896512 -0.15 0.09 0.34
C -7.176580 2.953894 -1.609065 0.03 0.08 -0.24
O -8.134879 2.271230 -0.962997 0.11 -0.15 0.17
C -9.309620 2.885457 -0.423192 -0.22 0.09 -0.02
C -10.410616 3.005947 -1.455852 0.08 0.00 -0.13
C -7.429548 4.380656 -2.033947 0.09 0.17 0.34
H -9.066093 3.843326 0.037873 0.03 0.02 -0.06
H -9.627331 2.223674 0.380414 0.09 -0.07 -0.01
H -10.118863 3.654571 -2.281964 -0.01 0.06 0.04
H -11.313813 3.413914 -1.002028 0.00 -0.01 0.02
H -10.641035 2.026552 -1.874504 -0.02 -0.02 0.05
H -7.834650 4.377512 -3.045259 -0.02 -0.01 -0.01
H -6.478604 4.907039 -2.040512 0.05 -0.09 -0.12
H -8.103516 4.927849 -1.379656 -0.11 -0.05 -0.09
O -0.723880 -3.849196 -6.579238 -0.09 0.03 -0.05
C -1.179202 -2.806145 -6.963345 0.23 0.03 -0.03
O -2.381151 -2.806486 -7.572151 -0.16 -0.15 0.11
C -3.084511 -1.606013 -7.907390 -0.04 0.23 -0.11
C -2.660825 -1.059095 -9.253888 0.13 -0.05 -0.03
C -0.407792 -1.511085 -6.842978 -0.20 0.15 0.30
H -2.986388 -0.865060 -7.112881 0.04 0.02 -0.03
H -4.135310 -1.889032 -7.942535 0.03 -0.13 0.05
H -1.608779 -0.773960 -9.258484 -0.01 0.07 0.04
H -3.255021 -0.182024 -9.510101 -0.01 0.01 0.03
H -2.797889 -1.816528 -10.026087 -0.06 0.00 0.01
H 0.252274 -1.416050 -7.704008 0.00 0.01 -0.03
H 0.198422 -1.561377 -5.942124 0.09 -0.13 -0.07
H -1.031315 -0.622778 -6.770356 0.02 0.00 -0.14
```
Positions in Å, forces in eV/Å.

Output
E_HOMO (spin up / spin down)   -8.143 / -9.282 eV
Electronic energy   -130960.5997 eV
Maximum force   1.41 eV/Å
Gap between HOMO and LUMO (spin up / spin down)   8.656 / 9.754 eV
Spin multiplicity   2
LUMO energy (spin up / spin down)   0.513 / 0.472 eV